Record 1
89
Properties=species:S:1:pos:R:3:lowdin_charge:R:1 method="wB97M-V/def2-TZVPD" de_lowest_ev=0.0725 total_charge=+3 total_energy_ha=-2755.14198 gap_ev=7.641
Zr -0.551 -0.539 -0.079 1.592
S -0.580 -1.269 2.569 0.930
S -1.255 -2.912 -1.230 0.970
P -1.559 1.347 -2.888 0.976
O -0.968 0.734 -1.525 -0.526
O -1.886 -2.155 -0.013 -0.719
N 0.391 1.269 1.064 -0.175
N 4.846 -0.607 -0.056 0.191
N 3.618 -1.153 0.087 -0.241
N -2.342 0.559 0.999 -0.162
N -0.131 -2.066 -1.687 -0.438
N 2.536 -0.461 -0.014 0.091
N 1.563 -1.332 0.282 -0.165
N 3.465 -2.415 0.437 0.197
C -1.660 -0.775 -4.738 -0.179
C -2.328 -0.950 3.000 -0.360
C 1.062 1.022 2.378 -0.213
C -1.083 3.087 -2.885 -0.334
C -1.470 3.858 -4.190 -0.163
C -4.127 1.750 -3.937 -0.158
C 0.146 5.659 -3.455 -0.160
C -5.308 0.110 -1.651 -0.166
C -1.195 -1.230 -6.138 -0.157
C 1.076 -0.923 -5.112 -0.179
C -3.158 -0.325 1.875 -0.222
C -0.638 2.353 1.096 -0.150
C 0.644 4.782 -2.278 -0.168
C -0.358 4.817 -4.626 -0.182
C -3.901 -0.105 -2.235 -0.195
C 2.152 -2.504 0.555 -0.142
C -0.890 0.492 -4.325 -0.330
C -6.075 1.209 -2.415 -0.173
C 0.633 0.211 -4.171 -0.179
C 0.404 3.295 -2.537 -0.206
C -1.936 1.828 1.678 -0.132
C -5.600 1.295 -3.864 -0.162
C 0.290 0.136 3.352 -0.368
C 0.276 -0.882 -6.409 -0.178
C -3.346 1.251 -2.694 -0.355
H -6.216 1.995 -4.425 0.127
H -3.511 1.970 -1.875 0.127
H -1.709 3.183 -5.014 0.100
H -3.986 0.235 2.313 0.145
H 1.271 1.975 2.866 0.142
H -5.722 0.322 -4.348 0.125
H -0.451 0.687 3.924 0.081
H -1.025 1.229 -5.123 0.126
H 0.944 6.314 -3.797 0.120
H 0.989 -0.285 4.073 0.101
H -0.800 2.677 0.071 0.094
H -1.471 -1.565 -4.007 0.088
H -3.671 1.369 -4.856 0.112
H 2.021 0.567 2.157 0.103
H -7.143 1.003 -2.377 0.125
H 0.701 2.702 -1.667 0.083
H -1.672 3.501 -2.055 0.125
H 0.360 0.116 -6.850 0.122
H -3.580 -1.103 1.248 0.107
H -2.376 4.432 -3.998 0.120
H 1.135 1.590 0.442 0.107
H 5.559 -1.323 -0.107 0.138
H -3.258 -0.592 -1.498 0.059
H -2.309 -0.344 3.903 0.093
H 0.692 -1.572 -7.141 0.124
H -2.720 2.579 1.585 0.150
H 1.704 4.950 -2.090 0.118
H 1.644 -3.414 0.836 0.140
H 1.028 2.958 -3.364 0.105
H 0.930 -1.892 -4.624 0.111
H -1.833 -0.779 -6.898 0.121
H 1.188 1.117 -4.409 0.108
H -0.659 6.312 -3.113 0.120
H -1.832 1.622 2.739 0.111
H -2.756 -1.911 3.277 0.102
H 4.875 0.130 -0.745 0.130
H -5.938 2.182 -1.932 0.119
H -5.243 0.376 -0.588 0.103
H -1.339 -2.309 -6.213 0.122
H 0.469 4.259 -5.076 0.119
H -0.283 3.212 1.666 0.146
H 0.879 -0.057 -3.143 0.071
H -3.958 -0.781 -3.088 0.114
H -4.077 2.836 -3.988 0.111
H -2.733 -0.597 -4.756 0.091
H -5.854 -0.832 -1.698 0.125
H -2.940 0.813 0.212 0.096
H 2.143 -0.826 -5.309 0.121
H 0.119 5.062 -1.360 0.109
H -0.746 5.464 -5.413 0.129

=====

Record 2
17
Properties=species:S:1:pos:R:3:lowdin_charge:R:1 method="wB97M-V/def2-TZVPD" de_lowest_ev=3.1082 total_energy_ha=-401.06254 gap_ev=10.154
O 1.708 1.032 1.730 0.096
O 0.581 1.503 -0.383 -0.003
N -0.985 -0.894 1.663 0.068
C -0.997 0.045 -1.872 0.001
C 1.131 -0.553 -0.254 0.015
C -0.187 0.141 -0.628 -0.339
C -0.612 0.219 0.852 -0.219
C 0.913 0.635 0.707 -0.525
H -1.808 -1.364 1.308 0.077
H -1.780 0.800 -1.863 0.087
H 1.097 -1.566 0.138 0.105
H -1.261 1.071 1.061 0.150
H -1.454 -0.945 -1.922 0.089
H -0.251 -1.581 1.776 0.073
H 2.334 1.693 1.404 0.120
H -0.367 0.189 -2.748 0.087
H 1.939 -0.423 -0.969 0.119

=====

Record 3
42
Properties=species:S:1:pos:R:3:lowdin_charge:R:1 method="wB97M-V/def2-TZVPD" total_charge=-1 total_energy_ha=-1052.53652 gap_ev=4.124
O 2.887 0.343 2.402 0.028
O -0.704 2.353 -0.584 -0.062
O 2.991 4.084 -0.567 -0.012
O 0.460 4.240 -0.513 0.029
O 4.163 -1.447 2.640 0.005
N 3.100 -0.896 2.229 -0.362
C -1.824 3.255 -0.699 -0.253
C 4.225 2.070 -0.576 -0.039
C -3.661 -3.912 -0.739 -0.066
C -3.096 2.438 -0.739 -0.091
C -2.477 -3.200 -0.161 -0.283
C -0.251 -1.740 0.809 -0.199
C -1.178 -3.674 -0.366 -0.046
C 2.082 -1.615 1.592 -0.044
C -0.073 -2.979 0.116 -0.008
C -1.576 -1.296 1.051 -0.011
C 2.929 2.873 -0.493 -0.489
C 0.474 3.021 -0.478 -0.495
C 0.881 -1.003 1.348 -0.017
C -2.658 -2.025 0.584 -0.044
C 1.554 0.742 -0.723 -0.129
C 1.661 2.146 -0.369 -0.178
H 0.934 -3.391 0.026 0.105
H 4.849 2.310 0.298 0.075
H -1.019 -4.617 -0.896 0.109
H 2.090 0.169 0.049 0.032
H -1.712 -0.413 1.690 0.124
H -3.185 1.794 0.141 0.062
H -3.138 1.816 -1.638 0.071
H -3.355 -4.778 -1.337 0.072
H 2.060 0.515 -1.677 0.087
H -4.232 -3.244 -1.403 0.085
H 0.506 0.432 -0.750 0.071
H 2.224 -2.686 1.450 0.121
H 4.098 0.988 -0.627 0.047
H -3.944 3.122 -0.755 0.064
H 0.702 -0.007 1.740 0.134
H -3.675 -1.691 0.808 0.115
H -4.359 -4.274 0.031 0.082
H -1.715 3.851 -1.615 0.121
H 4.773 2.403 -1.470 0.071
H -1.811 3.922 0.173 0.119

=====

How do the records compare in HOMO? In the order shown, they have -0.6509; -0.3431; -0.0994 hartree.
How do the records compare in F_max? In the order shown, they have 0.98; 1.58; 3.81 eV/A.